Record 1
Density functional theory data (ωB97M-V/def2-TZVPD) for C5H13ClS3Si as an isolated structure in a non-equilibrium geometry.

Its max |F| is 4.7 eV/Å. For the total energy, the calculation gives -58301.7131 eV. As for the total charge: 0. The HOMO energy comes out at -0.299 Ha. As for the HOMO-LUMO gap: 8.087 eV.

The geometry in XYZ format:
```
23
C5H13ClS3Si (ωB97M-V/def2-TZVPD)
C -0.71 -1.48 2.55
C 3.42 1.16 -0.62
C -1.15 2.88 -0.78
C -1.01 -0.85 -0.76
C -0.95 -2.38 -1.04
Si 0.42 -0.08 0.21
S 0.99 -1.39 1.84
S 1.81 0.55 -1.30
S -0.85 2.21 0.88
Cl -2.62 -3.02 -1.25
H -1.49 -1.21 1.91
H -0.61 -0.84 3.40
H -1.01 -2.42 3.02
H 3.87 1.83 -1.40
H 4.11 0.36 -0.28
H 3.16 1.78 0.31
H -0.32 3.63 -0.97
H -2.03 3.43 -0.77
H -0.89 2.06 -1.42
H -2.02 -0.62 -0.11
H -1.32 -0.23 -1.58
H -0.24 -2.64 -1.84
H -0.58 -2.73 -0.01
```

For reference, the Löwdin charges in units of e are: C -0.431; C -0.443; C -0.537; C -0.477; C -0.638; Si 0.047; S 0.568; S 0.539; S 0.401; Cl 0.523; H -0.007; H 0.015; H 0.045; H 0.038; H 0.037; H 0.052; H 0.044; H -0.015; H -0.033; H 0.105; H 0.042; H 0.080; H 0.045



Record 2
Density functional theory data (ωB97M-V/def2-TZVPD) for C34H73F9NO30P4S4 as an isolated structure in a non-equilibrium geometry.

Its max |F| is 2.8 eV/Å. For the total energy, the calculation gives -204320.1356 eV. As for the total charge: -1. The HOMO energy comes out at -0.280 Ha. As for the HOMO-LUMO gap: 9.443 eV.

The geometry in XYZ format:
```
155
C34H73F9NO30P4S4 (ωB97M-V/def2-TZVPD)
C 1.39 -0.38 -1.27
F 2.53 -0.79 -0.76
F 1.67 0.22 -2.43
F 0.61 -1.41 -1.57
S 0.50 0.77 -0.04
O 1.62 1.33 0.67
O -0.22 1.79 -0.78
N -0.48 -0.30 0.78
S 0.30 -1.19 1.83
O 0.88 -2.35 1.23
O 1.09 -0.51 2.83
C -1.20 -1.89 2.80
F -1.90 -2.65 1.92
F -0.82 -2.72 3.76
F -2.01 -0.94 3.25
C 2.68 7.62 -5.10
C 3.61 6.92 -4.13
O 3.16 5.58 -3.94
C 2.35 5.31 -2.93
O 1.89 6.12 -2.20
C 1.99 3.80 -2.89
F 0.74 3.65 -2.50
F 2.13 3.20 -4.08
F 2.81 3.19 -2.03
H 2.66 7.01 -6.01
H 2.99 8.62 -5.39
H 1.72 7.72 -4.59
H 3.57 7.50 -3.21
H 4.64 6.86 -4.46
C -4.38 -1.18 -1.45
C -3.66 -1.60 -0.15
O -4.30 -2.78 0.32
S -5.73 -2.90 -0.40
O -6.60 -1.94 0.24
O -6.18 -4.24 -0.56
O -5.19 -2.28 -1.81
H -3.71 -0.94 -2.28
H -4.96 -0.25 -1.37
H -3.85 -0.80 0.57
H -2.58 -1.73 -0.19
C -1.96 0.57 -3.05
C -1.07 0.89 -4.24
O -1.74 2.02 -4.86
S -3.30 1.65 -4.93
O -3.64 0.82 -6.04
O -3.95 2.94 -4.77
O -3.30 0.81 -3.55
H -1.85 1.26 -2.22
H -1.78 -0.46 -2.74
H -0.97 0.09 -4.99
H -0.12 1.41 -4.09
C -6.08 8.05 0.82
C -5.04 8.05 -0.28
O -3.90 7.17 -0.19
P -3.67 6.14 1.00
O -3.21 6.72 2.25
O -5.02 5.32 1.14
C -5.58 4.54 0.11
C -6.99 4.11 0.53
O -2.74 4.99 0.38
C -1.49 5.07 -0.27
C -1.59 5.44 -1.75
H -5.61 8.14 1.80
H -6.69 8.94 0.68
H -6.82 7.25 0.79
H -5.48 7.93 -1.27
H -4.58 9.03 -0.13
H -5.57 5.01 -0.88
H -4.95 3.65 0.00
H -6.96 3.77 1.56
H -7.58 5.03 0.49
H -7.33 3.36 -0.18
H -0.69 5.53 0.31
H -1.13 4.03 -0.31
H -0.67 5.62 -2.28
H -2.13 4.64 -2.27
H -2.31 6.27 -1.78
C 3.92 -3.25 -8.59
C 3.31 -3.48 -7.23
O 4.23 -4.23 -6.40
P 3.72 -5.49 -5.52
O 2.53 -6.17 -6.03
O 5.08 -6.33 -5.45
C 6.25 -5.73 -4.85
C 7.14 -6.95 -4.52
O 3.62 -4.80 -4.08
C 2.81 -5.43 -3.04
C 2.13 -4.41 -2.12
H 3.49 -2.33 -8.99
H 5.00 -3.20 -8.67
H 3.55 -3.98 -9.32
H 3.06 -2.53 -6.76
H 2.40 -4.08 -7.27
H 6.71 -4.96 -5.47
H 5.98 -5.21 -3.93
H 7.83 -6.68 -3.72
H 6.52 -7.75 -4.14
H 7.80 -7.03 -5.38
H 2.12 -6.15 -3.47
H 3.53 -6.06 -2.53
H 1.21 -4.87 -1.77
H 2.74 -4.30 -1.23
H 1.95 -3.47 -2.63
C -0.88 2.16 7.25
C -0.96 2.13 5.71
O -0.74 3.49 5.31
P -1.25 3.99 3.88
O -1.41 5.45 3.84
O -0.12 3.57 2.82
C 1.18 4.10 2.97
C 2.20 3.10 3.49
O -2.56 3.18 3.46
C -2.42 2.11 2.51
C -3.79 1.52 2.23
H -0.60 1.16 7.61
H -0.09 2.82 7.61
H -1.81 2.44 7.75
H -0.16 1.51 5.30
H -1.93 1.71 5.42
H 1.51 4.48 1.99
H 1.17 5.06 3.50
H 1.85 2.62 4.40
H 2.48 2.37 2.73
H 3.16 3.59 3.67
H -1.88 2.38 1.60
H -1.81 1.37 3.04
H -4.59 2.26 2.35
H -3.98 1.32 1.17
H -3.97 0.62 2.81
C 5.09 -8.79 4.32
C 4.36 -7.81 5.21
O 3.06 -7.63 4.62
P 2.16 -6.39 4.98
O 2.22 -5.92 6.36
O 2.58 -5.29 3.86
C 3.62 -4.31 4.16
C 3.03 -3.00 4.61
O 0.76 -6.83 4.42
C -0.35 -5.85 4.53
C -1.59 -6.62 4.91
H 6.15 -8.93 4.47
H 4.70 -9.81 4.47
H 4.79 -8.56 3.29
H 4.24 -8.23 6.21
H 4.86 -6.84 5.30
H 4.09 -4.79 5.02
H 4.27 -4.28 3.28
H 2.36 -3.25 5.44
H 3.75 -2.39 5.15
H 2.44 -2.48 3.86
H 0.06 -5.06 5.14
H -0.47 -5.46 3.52
H -2.34 -5.96 5.36
H -1.99 -7.11 4.03
H -1.35 -7.28 5.74
```

Results of the Löwdin charge analysis, in e, for atoms 1 through 99: C -0.681; F 0.161; F 0.121; F 0.117; S 0.638; O -0.284; O -0.314; N -0.285; S 0.547; O -0.286; O -0.297; C -0.621; F 0.095; F 0.134; F 0.133; C -0.058; C -0.209; O 0.027; C -0.388; O 0.177; C -0.548; F 0.168; F 0.167; F 0.180; H 0.082; H 0.079; H 0.083; H 0.121; H 0.124; C -0.175; C -0.166; O -0.191; S 0.660; O -0.243; O -0.215; O -0.176; H 0.091; H 0.133; H 0.102; H 0.108; C -0.151; C -0.131; O -0.207; S 0.639; O -0.229; O -0.249; O -0.223; H 0.112; H 0.124; H 0.135; H 0.121; C -0.088; C -0.239; O -0.191; P 0.388; O -0.207; O -0.183; C -0.280; C -0.055; O -0.171; C -0.249; C -0.049; H 0.083; H 0.079; H 0.059; H 0.119; H 0.117; H 0.124; H 0.105; H 0.078; H 0.062; H 0.078; H 0.129; H 0.087; H 0.049; H 0.077; H 0.062; C -0.075; C -0.253; O -0.195; P 0.414; O -0.227; O -0.187; C -0.251; C -0.061; O -0.204; C -0.244; C -0.049; H 0.073; H 0.076; H 0.074; H 0.116; H 0.105; H 0.116; H 0.106; H 0.071; H 0.078; H 0.072; H 0.106



Record 3
Density functional theory data (ωB97M-V/def2-TZVPD) for C13H17ClN2O4V as an isolated structure in a non-equilibrium geometry.

Its max |F| is 5.0 eV/Å. For the total energy, the calculation gives -63121.0777 eV. The spin multiplicity is 4. The calculation puts the energy relative to the best compared isomer or geometry (same formula, charge and spin) at 3.2 kcal per mole. As for the total charge: 0. The HOMO energy (spin up / spin down) comes out at -0.234 / -0.306 Ha. As for the HOMO-LUMO gap (spin up / spin down): 5.923 / 3.754 eV.

The geometry in XYZ format:
```
38
C13H17ClN2O4V (ωB97M-V/def2-TZVPD)
C 1.96 1.39 -1.94
C 0.91 -1.64 -2.53
H 1.49 2.20 -2.53
H 2.62 0.62 -2.48
H 2.39 1.79 -1.00
H 0.15 -2.00 -3.20
H 1.95 -1.57 -2.83
H 0.93 -2.17 -1.51
C -0.99 2.09 -1.51
C -2.22 2.70 -1.29
C -3.22 2.00 -0.63
C -2.97 0.71 -0.21
H -0.17 2.66 -1.93
H -2.34 3.73 -1.63
H -4.20 2.44 -0.45
H -3.69 0.15 0.39
N -0.79 0.81 -1.17
C -1.76 0.08 -0.54
C -1.52 -1.31 -0.08
N -0.27 -1.78 -0.13
C 0.08 -2.96 0.38
C -2.19 -3.38 1.00
C -0.87 -3.83 0.94
H 1.14 -3.24 0.36
H -0.55 -4.80 1.29
C -2.52 -2.11 0.55
H -3.52 -1.69 0.64
H -2.98 -4.02 1.39
V 1.00 -0.15 -1.40
C 2.59 -0.58 0.14
H 3.43 -1.23 -0.18
H 2.14 -1.09 0.98
H 3.09 0.31 0.53
O -0.43 2.17 1.79
Cl 0.91 1.74 1.49
O 1.46 2.58 0.42
O 1.77 1.84 2.62
O 0.83 0.34 1.06
```

For reference, the Löwdin charges in units of e are: C -0.212; C -0.180; H 0.024; H 0.055; H 0.011; H 0.036; H 0.014; H 0.009; C -0.059; C -0.008; C -0.047; C 0.023; H 0.106; H 0.124; H 0.117; H 0.111; N 0.000; C -0.167; C -0.182; N 0.003; C -0.085; C -0.050; C -0.027; H 0.131; H 0.111; C 0.014; H 0.101; H 0.114; V 0.776; C -0.149; H 0.014; H 0.001; H 0.018; O -0.326; Cl 0.710; O -0.372; O -0.293; O -0.468



Record 4
Density functional theory data (ωB97M-V/def2-TZVPD) for a 2-piece molecular cluster, C4H11BrSi overall in a non-equilibrium geometry.

Its max |F| is 5.2 eV/Å. For the total energy, the calculation gives -82242.4900 eV. The spin multiplicity is 3. The calculation puts the energy relative to the best compared isomer or geometry (same formula, charge and spin) at 20.8 kcal per mole. As for the total charge: 0. The HOMO energy (spin up / spin down) comes out at -0.212 / -0.377 Ha. As for the HOMO-LUMO gap (spin up / spin down): 6.583 / 6.649 eV.

The geometry in XYZ format:
```
17
C4H11BrSi (ωB97M-V/def2-TZVPD)
C -0.80 0.57 -2.14
C -1.19 -1.21 1.14
C 0.95 1.27 1.68
C 0.36 -0.01 -1.32
Si 0.27 -0.12 0.56
Br 3.22 -2.18 0.79
H -1.17 1.40 -1.46
H -0.62 0.95 -3.07
H -1.51 -0.16 -2.17
H -1.28 -2.01 0.55
H -1.00 -1.56 2.21
H -2.13 -0.81 0.94
H 0.84 0.99 2.71
H 2.07 1.38 1.38
H 0.34 2.23 1.49
H 1.21 0.45 -1.58
H 0.44 -1.19 -1.70
```

For reference, the Löwdin charges in units of e are: C -0.159; C -0.232; C -0.267; C -0.390; Si 0.633; Br 0.077; H 0.086; H 0.034; H 0.027; H -0.045; H 0.056; H -0.007; H -0.012; H 0.047; H 0.036; H -0.008; H 0.124



Record 5
Density functional theory data (ωB97M-V/def2-TZVPD) for C14H10ClF9OPt as an isolated structure in a non-equilibrium geometry.

Its max |F| is 4.9 eV/Å. For the total energy, the calculation gives -56947.2381 eV. The spin multiplicity is 5. The calculation puts the energy relative to the best compared isomer or geometry (same formula, charge and spin) at 17.7 kcal per mole. As for the total charge: 0. The HOMO energy (spin up / spin down) comes out at -0.228 / -0.306 Ha. As for the HOMO-LUMO gap (spin up / spin down): 6.271 / 5.494 eV.

The geometry in XYZ format:
```
36
C14H10ClF9OPt (ωB97M-V/def2-TZVPD)
C 0.28 0.22 1.89
C 1.12 1.21 1.45
C 1.95 0.68 0.33
H 1.32 2.19 1.90
C 1.27 -0.54 -0.09
C 0.52 -1.03 1.14
H 1.13 -1.71 1.80
H -0.40 0.23 2.72
H 2.88 1.03 -0.07
H 1.67 -1.35 -0.68
Pt 0.53 1.30 -1.15
Cl -0.95 2.92 -0.38
C 0.00 3.50 -3.42
C 1.21 2.95 -3.94
C 2.31 3.55 -3.23
H 1.29 2.30 -4.80
C 1.78 4.47 -2.28
C 0.36 4.46 -2.40
H -0.31 5.13 -1.89
H -1.00 3.33 -3.79
H 3.36 3.42 -3.47
H 2.35 5.15 -1.66
F -2.19 -3.25 -0.75
C -1.65 -3.88 0.31
F -2.46 -4.89 0.71
F -0.47 -4.43 -0.09
C -1.35 -2.80 1.43
O -0.63 -1.85 0.68
C -2.70 -2.11 1.89
F -3.57 -3.03 2.39
F -2.47 -1.18 2.86
F -3.30 -1.46 0.87
C -0.64 -3.48 2.66
F -1.42 -4.47 3.18
F 0.54 -4.04 2.28
F -0.37 -2.57 3.64
```

For reference, the Löwdin charges in units of e are: C -0.015; C -0.130; C -0.297; H 0.112; C -0.208; C -0.276; H 0.165; H 0.115; H 0.093; H 0.100; Pt 0.783; Cl -0.008; C -0.162; C -0.121; C -0.093; H 0.091; C -0.129; C -0.195; H 0.078; H 0.096; H 0.099; H 0.090; F 0.166; C -0.493; F 0.161; F 0.157; C -0.149; O -0.015; C -0.474; F 0.150; F 0.143; F 0.170; C -0.467; F 0.164; F 0.148; F 0.149